{"formula": "C44H42F5InN8O3PS2SeTe", "method": "ωB97M-V with the def2-TZVPD basis set", "charge": 1, "energy_ev": -186727.49309, "elements": ["C", "C", "C", "N", "C", "H", "H", "H", "C", "H", "C", "C", "C", "H", "H", "H", "H", "C", "C", "C", "H", "Te", "C", "C", "F", "C", "F", "C", "C", "N", "H", "C", "C", "F", "N", "H", "H", "H", "C", "H", "C", "H", "N", "H", "H", "H", "H", "H", "H", "H", "C", "H", "S", "H", "C", "H", "H", "H", "O", "C", "H", "H", "C", "C", "F", "C", "H", "C", "N", "N", "C", "C", "C", "H", "H", "C", "C", "C", "H", "H", "H", "N", "H", "H", "O", "C", "H", "In", "H", "F", "C", "C", "C", "C", "C", "Se", "H", "C", "P", "C", "C", "H", "H", "C", "S", "O", "C", "N"], "coordinates": [[-3.95350, 2.51858, -3.02385], [-0.50921, -4.45364, 4.18548], [4.74388, -1.93995, -1.09470], [-2.26371, 0.53376, -2.13111], [-0.80376, 5.32084, -1.32728], [-5.29829, -6.38773, -3.81206], [2.43270, -0.90991, 4.27737], [1.28556, 2.66940, 6.03032], [5.47777, -3.84415, 0.15450], [-4.04440, 0.54701, 1.98936], [-1.86311, -2.80519, 5.30009], [-4.41979, -5.75524, -3.84586], [0.08344, 4.42018, -0.74781], [0.03240, -5.39101, 4.19920], [4.90110, -1.16171, -1.83113], [-4.03337, 2.19449, 1.33549], [-1.12777, -2.31111, -4.36139], [3.25105, -2.99008, 0.49230], [-3.67677, -5.66014, -5.01628], [-2.88718, -4.25835, -2.74746], [0.12012, 1.33423, 5.84401], [-0.36853, -3.06554, -1.85874], [2.45499, -0.99825, -0.80148], [-3.01342, 0.74524, 0.15358], [1.28615, 8.19544, -1.95096], [3.50124, -1.98167, -0.45165], [3.07500, 6.49282, -0.81464], [-2.14074, -4.16204, -3.92012], [1.67256, 1.41712, -2.98405], [1.44030, 0.43360, -2.18495], [6.68642, -2.81327, -1.30007], [0.90216, 6.98172, -1.56745], [-4.02369, -5.06098, -2.71365], [-1.30016, 7.43533, -2.24150], [2.64686, 2.27324, 3.15891], [3.65135, 3.58742, -4.97869], [-4.60253, 3.31525, -3.36493], [-4.49321, 2.73652, -0.95645], [-1.34753, -1.75622, 1.70511], [-0.27270, 3.21788, 4.34050], [1.80872, 6.11352, -0.99137], [-2.48317, -1.13509, 4.09409], [2.54620, -0.36570, -1.93038], [-2.54086, -4.05898, -0.61485], [-1.02649, 0.97512, 3.79295], [1.08974, 4.21638, -5.08890], [-0.05352, -4.04435, 2.12355], [1.89641, 4.02727, 3.97608], [-2.37968, -2.46308, 6.18855], [-1.68030, 0.27146, -4.08649], [-1.91790, -2.05803, 4.13372], [-0.66919, 1.96376, 2.36692], [3.31052, 1.74998, -3.50011], [2.58958, 2.34721, -5.69901], [0.94793, 1.86489, 5.37741], [1.48351, -2.38935, 0.91879], [-5.09245, 0.97233, 0.61528], [3.48649, 2.45969, 5.06654], [2.06421, -3.14794, 1.12616], [-4.11879, 1.13444, 1.08059], [-2.97475, -2.55267, -1.40854], [1.87223, 4.35997, -3.49177], [-0.23031, 1.46469, 3.23014], [4.25264, -3.91213, 0.78797], [-2.08606, 4.97886, -1.50552], [1.39011, 4.86191, -0.58181], [0.80151, -0.73961, 4.91261], [1.58536, -0.22596, 4.35021], [-2.06685, -0.04546, 0.49796], [-2.05567, -0.63521, 1.72113], [-1.16701, -4.00835, 5.32477], [-3.16550, 1.81858, -3.92258], [2.33362, 1.26459, 2.13619], [-4.58935, -5.15430, -1.79362], [3.21559, 0.64827, 1.94937], [-0.91085, -3.28686, -3.92770], [-3.04434, 1.19406, -1.25876], [3.09965, 1.67961, 4.40918], [4.04316, -4.67749, 1.52547], [-1.15037, -4.60705, 6.22777], [-3.18210, 2.03872, -4.98087], [0.41591, 2.50599, 4.10046], [2.07782, 1.76608, 1.20158], [3.89944, 0.97396, 4.19661], [-0.78926, -2.21271, 0.66279], [-2.43210, -3.48996, -1.53451], [1.18791, 3.53048, 2.40431], [-0.38477, -0.31610, -0.98067], [6.24733, -4.56309, 0.40560], [2.29281, 4.06089, 0.00466], [5.72816, -2.85753, -0.79861], [-0.56033, -3.70529, 3.01709], [-2.53885, -4.86886, -5.05168], [-3.90260, 2.19378, -1.67934], [-2.32792, 0.83923, -3.42847], [-0.49941, 2.73056, -0.11935], [-3.97510, -6.21413, -5.89709], [1.60291, 3.67457, -4.29543], [0.93780, 0.13111, 2.62483], [1.58067, 3.18434, 3.36047], [-0.41212, 6.58612, -1.72286], [-0.09892, -3.73428, -4.49587], [-1.94860, -4.80117, -5.95897], [-1.26835, -2.50778, 2.98481], [0.43349, 2.46028, -3.62461], [1.47397, -0.81937, 0.04100], [2.81161, 2.91698, -4.79905], [2.01514, 0.97439, 5.09327]], "atomic_forces_ev_per_a": [[-0.02, 0.04, -0.01], [-0.05, 0.06, -0.02], [-0.12, 0.06, 0.05], [0.24, 0.12, 0.04], [0.09, -0.17, 0.03], [0.03, 0.03, 0.00], [-0.01, -0.01, 0.02], [0.01, 0.11, -0.05], [-0.08, 0.06, -0.01], [-0.03, 0.00, 0.01], [0.00, 0.02, 0.01], [0.00, -0.04, 0.00], [0.14, -0.07, -0.08], [-0.01, 0.03, 0.02], [0.04, -0.04, 0.02], [0.00, -0.02, -0.05], [0.04, 0.05, 0.02], [-0.08, 0.08, 0.00], [0.04, 0.03, 0.00], [0.06, 0.01, -0.01], [-0.10, 0.02, -0.02], [-0.09, 0.01, -0.47], [-0.05, 0.14, 0.16], [-0.15, -0.03, 0.25], [0.01, 0.04, -0.01], [-0.03, 0.01, 0.01], [0.01, 0.02, -0.02], [-0.01, -0.05, 0.00], [0.28, -0.30, 0.12], [-0.53, 0.22, -0.16], [-0.04, 0.01, 0.03], [0.04, 0.12, -0.01], [0.02, 0.01, -0.02], [0.01, -0.02, -0.06], [0.24, 0.03, -0.16], [-0.01, -0.02, -0.04], [0.02, -0.03, 0.01], [-0.03, -0.02, -0.02], [-0.10, -0.05, -0.50], [-0.02, 0.01, 0.00], [0.17, -0.04, 0.09], [-0.01, -0.04, 0.00], [0.06, -0.06, -0.37], [0.11, -0.01, 0.03], [0.00, 0.07, 0.08], [0.01, 0.01, 0.01], [0.00, 0.02, 0.02], [-0.05, -0.02, 0.10], [0.00, 0.00, -0.03], [0.02, 0.04, 0.01], [0.00, 0.03, 0.04], [0.02, 0.11, 0.06], [-0.05, 0.02, -0.09], [-0.02, 0.08, -0.08], [0.13, -0.12, 0.05], [-0.01, -0.01, -0.03], [0.02, 0.03, 0.02], [-0.03, 0.06, 0.01], [0.15, 0.00, 0.07], [-0.01, 0.00, -0.04], [0.04, 0.06, -0.02], [0.00, 0.06, -0.03], [-0.02, -0.26, -0.18], [0.08, -0.10, 0.06], [-0.01, 0.05, -0.05], [-0.11, -0.16, -0.05], [0.02, -0.01, 0.02], [0.01, 0.12, -0.17], [0.23, -0.03, -0.51], [-0.23, 0.27, 0.29], [0.05, -0.05, -0.02], [-0.07, 0.06, -0.02], [-0.14, -0.09, 0.05], [0.00, 0.02, -0.03], [0.04, 0.04, 0.01], [-0.04, 0.03, -0.06], [0.00, -0.08, -0.12], [-0.26, -0.04, -0.06], [-0.01, 0.03, -0.04], [0.03, 0.05, -0.02], [0.00, -0.04, 0.02], [-0.04, -0.11, -0.06], [-0.03, -0.02, 0.00], [0.03, -0.01, 0.00], [0.06, 0.12, 0.37], [-0.17, -0.03, 0.10], [-0.07, 0.00, 0.01], [0.26, -0.05, 0.36], [-0.02, 0.00, -0.02], [0.08, 0.04, -0.01], [0.10, -0.03, -0.02], [0.02, -0.04, 0.03], [-0.01, 0.04, 0.03], [-0.08, 0.04, 0.00], [0.07, -0.20, 0.11], [-0.25, -0.25, 0.43], [0.00, 0.01, 0.02], [-0.05, -0.04, 0.05], [0.10, 0.39, 0.72], [0.14, -0.04, -0.07], [-0.21, 0.03, -0.05], [0.07, -0.01, 0.07], [-0.03, -0.02, 0.03], [0.01, -0.07, 0.00], [0.02, 0.00, -0.05], [-0.10, -0.13, -0.37], [0.05, -0.01, 0.20], [0.11, -0.17, 0.07]]}

***

{"formula": "C44H43GaN4SSi", "method": "ωB97M-V with the def2-TZVPD basis set", "charge": 0, "energy_ev": -123378.34139, "elements": ["C", "H", "Si", "H", "H", "H", "H", "H", "H", "H", "H", "H", "H", "H", "C", "C", "C", "C", "H", "H", "C", "Ga", "C", "H", "C", "H", "N", "H", "H", "C", "C", "H", "C", "C", "C", "C", "C", "C", "C", "C", "C", "C", "C", "H", "H", "H", "C", "C", "C", "C", "C", "H", "C", "C", "H", "H", "H", "H", "C", "C", "H", "H", "H", "C", "H", "C", "C", "C", "H", "C", "N", "C", "H", "H", "H", "C", "H", "C", "C", "N", "H", "C", "H", "H", "H", "C", "C", "C", "H", "N", "H", "C", "H", "S"], "coordinates": [[1.34462, -6.34543, -0.75352], [-1.53240, -6.30720, 3.30701], [-1.63915, 2.05739, 0.08776], [-2.37369, 0.61259, -1.67092], [-4.16949, 0.55945, -0.24228], [0.64984, 2.70685, 1.84984], [0.59603, -2.68288, -2.30139], [-0.62188, 6.94574, -0.33859], [-3.85723, -4.46623, 0.21344], [-1.51904, -0.26482, -3.39918], [-6.97912, 2.63964, 2.20407], [-1.44286, 0.56812, -5.71568], [-6.42441, 0.76226, 0.69242], [0.48896, 3.09974, -2.02834], [-5.67178, 1.49929, 0.94092], [-0.04255, 2.19885, -5.33032], [2.97532, -5.15320, 0.53658], [3.73406, 0.21397, 3.90649], [1.58555, 1.87091, -3.92549], [-1.83375, 4.88031, -0.88475], [-4.39329, 1.39134, 0.41602], [0.93070, -0.08811, 0.65075], [-1.85326, 1.57491, -1.73847], [0.91944, -7.27847, -1.09871], [0.80520, -5.14311, -1.17494], [-3.41792, -6.37279, 1.71266], [2.36945, 0.99305, -0.32737], [-0.45034, 3.09254, -5.80767], [-0.04628, -5.13873, -1.84538], [2.44970, -1.74986, 4.34525], [-0.89082, -4.36042, 2.63774], [2.77226, 2.95652, 0.33708], [3.44400, -0.86603, 4.72465], [4.28141, 1.98750, -0.99468], [2.02731, -0.47336, 2.30518], [2.42734, -3.94568, 0.11912], [3.10896, 2.10173, -0.23299], [0.67835, -2.64891, -1.20898], [-1.10297, -3.28887, 1.76083], [-2.76641, -5.51074, 1.74044], [-0.89192, 0.61904, 0.99487], [-1.71123, -5.48305, 2.63075], [0.66896, -2.48857, 2.80766], [4.97906, 0.28370, -2.24151], [3.98051, -1.01499, 5.65180], [-2.99315, 4.12570, 1.81826], [3.03415, 0.39539, 2.72035], [0.79735, 2.59714, -4.10799], [-1.02252, 4.84719, -0.16574], [-3.39822, 2.32826, 0.71299], [-2.19220, -3.32046, 0.88963], [-2.39491, -2.47274, 0.24788], [0.69484, 5.99314, 1.06325], [-3.73743, 3.38053, 1.56486], [3.30340, 1.23534, 2.08834], [5.04029, 2.74388, -1.09978], [2.86166, -7.29134, 0.43738], [-0.88194, 0.80056, 2.07359], [1.33534, -3.93153, -0.73667], [4.25080, 0.72651, -1.58230], [-1.58878, -0.21077, 0.83818], [2.85795, -3.01494, 0.46601], [1.22409, 6.90514, 1.30610], [-0.34298, 6.01558, 0.13960], [-2.54163, 2.25995, -2.26511], [2.44420, -1.10047, -1.43119], [1.74919, -1.55585, 3.15488], [-5.01503, 3.49487, 2.09693], [0.16213, -0.01501, -3.84025], [-0.67803, 3.63144, 0.43184], [-0.62525, 1.38430, -2.49343], [-3.01045, -4.43073, 0.88465], [-0.33994, -2.60421, -0.82237], [-5.25343, 4.32082, 2.75458], [4.51021, 0.91392, 4.18962], [-5.98469, 2.55457, 1.78607], [-0.89661, 3.40263, -3.07196], [-1.18893, 1.26385, -4.91335], [0.36409, 3.63202, 1.36006], [1.35173, -1.42515, -0.81167], [1.29202, 3.55494, -4.27647], [-0.78633, 0.50359, -3.65368], [-2.09205, 1.84270, -4.70054], [1.85028, 4.77877, 2.40093], [3.82346, -5.14907, 1.20821], [-0.07434, 2.69287, -2.86773], [3.06099, 0.13312, -1.14928], [2.43550, -6.35367, 0.10687], [2.20595, -2.58639, 4.98898], [-0.18415, -2.26146, 1.86664], [0.59279, 1.70878, -6.07111], [1.04585, 4.80101, 1.67676], [2.87802, -1.77589, -2.16906], [0.47147, -4.01285, 3.64406]], "atomic_forces_ev_per_a": [[0.02, -0.01, 0.00], [0.01, -0.03, 0.01], [0.01, -0.15, 0.03], [-0.03, -0.02, -0.01], [-0.01, -0.06, 0.00], [0.00, -0.01, 0.02], [0.00, 0.04, 0.03], [0.00, 0.01, -0.01], [-0.03, 0.00, -0.02], [0.01, 0.02, 0.00], [-0.02, 0.01, 0.00], [-0.01, 0.02, -0.01], [-0.01, -0.02, 0.00], [0.04, 0.01, 0.06], [0.00, 0.01, -0.01], [0.01, 0.00, 0.01], [-0.03, 0.00, 0.04], [0.02, -0.01, 0.00], [0.15, -0.14, 0.04], [-0.03, 0.01, -0.02], [0.00, 0.06, -0.02], [0.10, 0.08, 0.24], [-0.02, 0.03, 0.11], [-0.02, -0.01, -0.01], [-0.04, 0.03, 0.05], [-0.03, -0.02, 0.00], [-0.23, -0.12, 0.08], [0.01, 0.00, -0.01], [-0.03, -0.01, -0.02], [0.03, 0.01, -0.03], [0.01, 0.00, -0.02], [0.01, -0.07, -0.01], [-0.02, -0.01, 0.00], [-0.07, 0.00, 0.06], [-0.20, -0.13, -0.04], [-0.01, 0.03, 0.00], [0.00, 0.22, -0.09], [-0.09, -0.07, 0.00], [-0.04, -0.09, 0.00], [0.02, 0.02, -0.01], [0.07, 0.16, -0.43], [-0.03, 0.03, -0.01], [0.10, -0.06, -0.02], [0.04, -0.01, -0.03], [0.01, -0.01, 0.02], [0.03, 0.02, 0.02], [0.09, 0.05, -0.13], [-0.06, 0.12, -0.01], [0.06, -0.02, 0.00], [0.03, -0.04, 0.07], [0.01, 0.01, -0.01], [0.02, 0.01, -0.03], [0.00, 0.00, 0.00], [-0.01, 0.00, -0.03], [-0.01, -0.03, 0.06], [0.04, 0.02, -0.02], [0.01, -0.02, 0.00], [-0.09, 0.02, 0.03], [-0.05, 0.06, 0.06], [-0.08, 0.01, -0.02], [0.07, -0.04, 0.05], [-0.02, 0.02, 0.05], [0.01, 0.02, 0.00], [0.00, 0.01, -0.01], [-0.12, 0.03, 0.10], [0.03, -0.04, 0.00], [0.05, 0.04, 0.15], [-0.01, 0.02, -0.01], [-0.02, -0.03, 0.01], [0.00, -0.02, -0.01], [0.15, 0.02, 0.06], [0.00, -0.03, 0.00], [0.02, -0.05, -0.01], [0.00, 0.01, 0.02], [0.01, 0.02, -0.01], [0.00, -0.01, 0.02], [0.01, 0.03, -0.01], [-0.02, -0.04, 0.00], [-0.05, 0.04, -0.04], [0.07, 0.09, -0.04], [0.01, -0.01, 0.00], [0.04, -0.06, -0.06], [-0.01, -0.01, 0.00], [0.02, 0.00, 0.02], [0.03, 0.00, 0.01], [0.08, -0.04, -0.02], [-0.01, 0.05, -0.16], [0.01, 0.01, 0.02], [0.01, -0.02, 0.03], [0.04, -0.01, -0.08], [0.00, 0.00, -0.01], [-0.01, -0.02, -0.01], [-0.03, 0.03, -0.01], [0.03, 0.00, -0.05]]}